118
Properties=species:S:1:pos:R:3 method="wB97M-V/def2-TZVPD" homo_energy_ev=-10.165 homo_lumo_gap_ev=8.351
Li -3.149 -2.184 0.307
Li -1.128 3.674 -0.488
Li -1.168 -1.122 -2.173
Li -0.981 -0.668 3.990
N -0.213 1.227 4.368
S 1.114 1.776 3.541
O 2.029 2.690 4.160
O 0.998 1.856 2.119
F 1.928 0.385 3.635
S -1.088 2.557 4.076
O -1.457 2.794 2.714
O -0.881 3.672 4.932
F -2.471 1.961 4.650
N -3.515 -2.937 2.090
S -4.085 -2.251 3.527
O -3.140 -1.353 4.145
O -5.020 -2.996 4.311
F -5.000 -1.225 2.734
S -2.488 -3.919 2.772
O -2.995 -5.075 3.474
O -1.234 -3.366 3.198
F -2.051 -4.554 1.359
N -0.553 3.251 -2.379
S -1.739 2.875 -3.350
O -2.755 2.048 -2.757
O -1.373 2.722 -4.714
F -2.504 4.273 -3.364
S 0.411 1.927 -2.648
O 1.492 2.126 -3.561
O -0.187 0.636 -2.527
F 1.154 2.166 -1.229
N -1.607 -1.022 -0.284
S -0.271 -1.146 0.527
O -0.243 -1.200 1.958
O 0.863 -0.615 -0.150
F -0.041 -2.708 0.255
S -2.020 0.469 0.418
O -1.335 1.650 -0.006
O -2.527 0.368 1.742
F -3.401 0.518 -0.425
C 3.995 0.679 0.770
C 5.496 0.419 0.792
O 5.771 -0.775 0.042
P 6.394 -2.105 0.707
O 7.149 -2.973 -0.202
O 5.109 -2.806 1.363
C 4.021 -3.180 0.515
C 2.861 -3.691 1.362
O 7.228 -1.597 1.965
C 8.653 -1.403 1.869
C 9.181 -1.421 3.300
H 3.853 1.571 1.382
H 3.673 0.890 -0.247
H 3.485 -0.197 1.163
H 6.089 1.292 0.500
H 5.878 0.320 1.812
H 3.775 -2.303 -0.089
H 4.301 -3.961 -0.197
H 2.194 -4.294 0.743
H 3.182 -4.375 2.145
H 2.247 -2.862 1.710
H 9.052 -2.209 1.251
H 8.800 -0.474 1.313
H 8.580 -0.723 3.882
H 8.943 -2.400 3.721
H 10.259 -1.295 3.338
C 1.967 -3.260 -6.471
C 0.714 -3.447 -5.590
O 0.998 -4.109 -4.358
P 1.348 -3.254 -3.055
O 0.305 -2.198 -2.845
O 1.605 -4.302 -1.904
C 0.606 -5.295 -1.562
C 1.127 -6.722 -1.633
O 2.810 -2.675 -3.220
C 3.061 -1.350 -3.688
C 3.470 -0.435 -2.562
H 1.557 -3.088 -7.470
H 2.667 -2.447 -6.294
H 2.548 -4.183 -6.491
H 0.342 -2.437 -5.399
H -0.030 -4.029 -6.126
H 0.176 -4.935 -0.631
H -0.195 -5.277 -2.310
H 1.470 -7.045 -2.612
H 1.947 -6.805 -0.915
H 0.365 -7.427 -1.300
H 3.940 -1.339 -4.340
H 2.259 -0.959 -4.315
H 3.733 0.573 -2.886
H 2.610 -0.245 -1.910
H 4.297 -0.802 -1.955
C -4.914 2.653 2.693
C -4.477 4.076 2.393
O -5.206 4.537 1.226
P -4.393 4.855 -0.113
O -3.056 4.270 -0.214
O -5.316 4.246 -1.289
C -5.839 2.921 -1.138
C -7.340 2.879 -0.857
O -4.397 6.422 -0.416
C -5.615 7.152 -0.202
C -5.822 7.603 1.244
H -4.505 1.957 1.960
H -4.696 2.330 3.713
H -6.002 2.529 2.709
H -4.822 4.672 3.237
H -3.399 4.097 2.251
H -5.606 2.404 -2.070
H -5.253 2.370 -0.399
H -7.926 2.937 -1.766
H -7.498 1.889 -0.404
H -7.637 3.439 0.031
H -5.485 8.066 -0.787
H -6.466 6.690 -0.705
H -5.129 8.411 1.477
H -6.860 7.857 1.447
H -5.575 6.825 1.967



7
Properties=species:S:1:pos:R:3 method="wB97M-V/def2-TZVPD" relative_energy_kcal_mol=6.3 homo_energy_ev=-10.400 smiles="N=C=O.O=C=S" homo_lumo_gap_ev=10.981
C 0.926 -0.422 -0.611
C -1.796 0.074 0.736
N 1.719 0.199 -0.016
O -0.026 -0.744 -1.218
O -1.721 -1.028 1.000
S -1.772 1.552 0.228
H 2.670 0.369 -0.119



20
Properties=species:S:1:pos:R:3 method="wB97M-V/def2-TZVPD" relative_energy_kcal_mol=50.1 homo_energy_ev="-11.856 / -11.504" homo_lumo_gap_ev="7.699 / 6.497" total_charge=+1
C 2.715 -1.316 1.112
C 1.361 -1.358 0.706
C -1.382 1.447 -0.963
C 0.926 0.693 -0.603
C 0.411 -2.413 1.232
N -2.282 2.184 -1.650
N -0.047 1.520 -1.199
N -1.925 0.537 -0.190
O 0.624 -0.480 -0.018
S 3.973 -0.266 0.748
Cl -0.991 -1.533 2.124
H 2.976 -2.205 1.889
H 1.831 1.253 -0.500
H 0.844 -3.028 1.925
H 0.100 -2.944 0.303
H -2.108 2.436 -2.576
H -3.227 2.389 -1.268
H 0.427 2.352 -1.528
H -2.941 0.610 -0.058
H -1.285 0.122 0.511



77
Properties=species:S:1:pos:R:3 method="wB97M-V/def2-TZVPD" relative_energy_kcal_mol=0.0 s2=3.778 homo_energy_ev="-2.227 / -2.172" multiplicity=4 homo_lumo_gap_ev="5.648 / 5.594" total_charge=-2
V -0.016 -0.781 0.756
C 4.389 -1.141 -0.323
C 3.089 -1.048 0.432
N 1.944 -1.087 -0.171
N 2.017 -1.310 -1.544
C 0.910 -1.706 -2.057
S -0.612 -1.947 -1.272
S 1.061 -2.235 -3.766
C 1.149 -4.023 -3.385
C 2.310 -4.367 -2.497
C 3.587 -4.537 -3.023
C 4.668 -4.785 -2.191
C 4.487 -4.852 -0.816
C 3.218 -4.677 -0.281
C 2.136 -4.444 -1.118
C 3.136 -0.945 1.888
C 4.315 -0.523 2.525
C 4.421 -0.481 3.895
C 3.331 -0.897 4.672
C 2.168 -1.325 4.084
C 2.026 -1.341 2.678
O 0.900 -1.731 2.160
H 4.236 -1.591 -1.298
H 5.114 -1.719 0.248
H 4.795 -0.136 -0.470
H 1.233 -4.513 -4.357
H 0.205 -4.313 -2.926
H 3.735 -4.452 -4.094
H 5.657 -4.912 -2.616
H 5.333 -5.027 -0.162
H 3.067 -4.701 0.791
H 1.152 -4.278 -0.694
H 5.156 -0.205 1.921
H 5.331 -0.127 4.364
H 3.395 -0.861 5.754
H 1.299 -1.599 4.667
C -3.039 2.311 -4.547
C -2.015 2.976 -3.633
C -1.620 2.094 -2.453
S -2.751 2.227 -1.032
O -4.090 2.605 -1.593
C -2.091 3.765 -0.342
C -2.766 4.040 1.001
C -2.212 3.146 2.103
H -3.298 2.960 -5.388
H -3.945 2.086 -3.988
H -2.641 1.377 -4.952
H -2.418 3.924 -3.269
H -1.111 3.215 -4.201
H -0.627 2.310 -2.065
H -1.623 1.035 -2.724
H -2.282 4.545 -1.083
H -1.014 3.640 -0.213
H -3.844 3.892 0.891
H -2.622 5.094 1.259
H -2.268 2.093 1.816
H -2.764 3.251 3.036
H -1.162 3.369 2.306
Se -0.957 0.459 5.107
Sb -2.798 -0.452 3.852
Se -4.169 -2.223 4.879
Se -4.932 0.783 3.894
Se -2.370 -1.169 1.472
Br 2.886 5.658 -1.808
C 2.383 4.761 -0.206
C 2.665 5.354 1.013
C 2.301 4.698 2.182
C 1.666 3.467 2.128
C 1.388 2.896 0.892
C 1.748 3.537 -0.287
C 0.700 1.570 0.849
O 0.325 1.070 -0.255
O 0.522 0.937 1.909
H 3.161 6.315 1.047
H 2.517 5.155 3.140
H 1.369 2.930 3.021
H 1.533 3.067 -1.238



13
Properties=species:S:1:pos:R:3 method="wB97M-V/def2-TZVPD" relative_energy_kcal_mol=28.5 homo_energy_ev=-9.793 smiles="O=C1NC[C@H]2CN12" homo_lumo_gap_ev=10.662
O 1.878 -1.399 -1.262
C 0.959 -0.753 -0.822
N -0.354 -1.144 -0.753
C -1.229 -0.213 -0.080
C -0.286 0.969 0.125
C 0.828 0.835 1.084
N 1.047 0.606 -0.349
H -0.653 -2.023 -1.144
H -1.613 -0.626 0.862
H -2.082 0.083 -0.699
H -0.633 1.944 -0.202
H 1.295 1.736 1.476
H 0.844 -0.016 1.764



14
Properties=species:S:1:pos:R:3 method="wB97M-V/def2-TZVPD" relative_energy_kcal_mol=24.1 homo_energy_ev=-14.553 homo_lumo_gap_ev=10.657 total_charge=+1
C -0.266 1.684 0.708
C -0.472 -0.338 -0.396
C 0.616 -0.354 1.188
N 0.086 -0.993 -1.625
O -0.658 1.000 -0.505
O 0.804 0.950 1.245
F -0.149 -0.850 2.136
H 0.224 2.600 0.492
H -1.091 1.608 1.321
H -1.328 -0.765 0.171
H 1.493 -1.088 0.991
H 0.692 -0.369 -2.089
H -0.568 -1.357 -2.336
H 0.615 -1.727 -1.300



52
Properties=species:S:1:pos:R:3 method="wB97M-V/def2-TZVPD" relative_energy_kcal_mol=26.4 homo_energy_ev=-8.476 smiles="Cc1ccc(OCC(=O)Nc2sc3c(c2C#N)CC(C)(C)NC3(C)C)cc1" homo_lumo_gap_ev=8.912
C -1.638 5.683 -2.012
C -0.704 5.174 -0.956
C 0.648 5.501 -0.992
C 1.513 5.050 -0.019
C 1.042 4.255 1.024
C -0.303 3.920 1.073
C -1.159 4.383 0.087
H -2.204 4.113 0.137
H -0.700 3.301 1.862
O 1.993 3.833 1.929
C 1.561 3.107 3.053
C 1.032 1.709 2.722
O 0.240 1.120 3.414
N 1.573 1.213 1.569
C 1.199 0.014 0.991
C 0.925 -1.179 1.614
C 1.109 -1.443 2.981
N 1.300 -1.747 4.071
C 0.514 -2.189 0.687
C 0.488 -1.752 -0.597
S 0.949 -0.078 -0.725
C 0.113 -2.586 -1.788
N -0.363 -3.906 -1.377
H 0.358 -4.596 -1.553
C -0.875 -4.101 -0.025
C -2.216 -3.380 0.142
H -2.690 -3.692 1.069
H -2.082 -2.303 0.176
H -2.870 -3.631 -0.689
C 0.125 -3.585 1.036
H 1.014 -4.224 1.045
H -0.314 -3.616 2.035
C -1.092 -5.604 0.160
H -1.497 -5.808 1.147
H -0.154 -6.147 0.054
H -1.789 -5.969 -0.590
C 1.354 -2.766 -2.674
H 2.160 -3.233 -2.111
H 1.701 -1.801 -3.035
H 1.108 -3.393 -3.528
C -0.979 -1.879 -2.610
H -1.854 -1.679 -2.001
H -1.272 -2.519 -3.437
H -0.601 -0.937 -3.000
H 2.128 1.850 1.010
H 2.447 2.992 3.685
H 0.796 3.646 3.624
H 2.563 5.300 -0.043
H 1.026 6.117 -1.795
H -1.863 6.735 -1.837
H -2.573 5.129 -2.004
H -1.187 5.598 -2.998



58
Properties=species:S:1:pos:R:3 method="wB97M-V/def2-TZVPD" homo_energy_ev=-8.334 homo_lumo_gap_ev=8.482
C 3.290 -2.608 1.418
C 2.628 -1.738 2.146
C 2.805 -0.232 1.862
N 1.647 0.200 1.053
Cl 1.999 1.514 0.006
C 0.473 0.438 1.830
O 0.528 1.023 2.843
O -0.763 0.033 1.377
P -1.128 -1.642 1.525
O -0.125 -2.593 0.600
O -1.088 -2.127 3.125
H 3.124 -3.668 1.635
H 3.985 -2.259 0.651
H 1.937 -2.018 2.949
H 3.705 -0.068 1.244
H 2.957 0.352 2.805
H -0.537 -2.702 -0.269
H -0.275 -1.818 3.568
C -4.877 -0.558 -0.194
Cl -3.369 -0.181 0.649
Cl -5.134 0.595 -1.511
Cl -4.894 -2.218 -0.812
H -5.693 -0.462 0.508
C 3.633 1.943 6.075
Cl 3.070 3.592 5.780
Cl 3.472 0.961 4.612
Cl 5.306 1.949 6.641
H 3.014 1.506 6.848
C 6.176 -0.299 -3.619
Cl 6.806 1.170 -2.876
Cl 5.866 -1.533 -2.392
Cl 4.711 0.047 -4.543
H 6.923 -0.683 -4.302
C -4.053 3.335 -4.279
Cl -4.445 4.624 -5.421
Cl -5.525 2.600 -3.639
Cl -3.031 2.114 -5.044
H -3.503 3.769 -3.453
C -2.675 -5.410 -2.100
Cl -4.173 -5.900 -2.895
Cl -1.846 -4.154 -3.028
Cl -3.008 -4.865 -0.455
H -2.019 -6.271 -2.052
C -6.960 2.208 1.793
Cl -8.296 1.206 1.217
Cl -5.582 1.200 2.250
Cl -6.490 3.385 0.564
H -7.293 2.749 2.670
C -0.017 -1.890 -5.723
Cl -0.662 -3.357 -6.464
Cl -0.690 -1.668 -4.103
Cl 1.747 -1.960 -5.684
H -0.317 -1.044 -6.328
C 3.756 4.739 2.282
Cl 2.010 4.506 2.193
Cl 4.596 3.185 2.377
Cl 4.328 5.686 0.903
H 3.976 5.295 3.185



31
Properties=species:S:1:pos:R:3 method="wB97M-V/def2-TZVPD" relative_energy_kcal_mol=31.1 homo_energy_ev=-7.974 smiles="N[C@@H](Cc1ccc(O)cc1)C(=O)NCC(=O)O" homo_lumo_gap_ev=8.456
C -1.778 -0.457 -1.013
C -0.941 0.545 -1.799
C -1.372 -0.680 0.401
C 0.160 -1.055 0.554
C 0.557 -1.440 1.861
C 1.143 -1.079 -0.469
C 1.871 -1.764 2.155
C 2.420 -1.574 -0.251
C 2.805 -1.901 1.086
C -1.528 2.768 -0.517
C -0.697 3.180 0.734
H -1.028 -2.317 -1.822
H -2.218 -1.581 -2.634
H -2.816 -0.070 -1.022
H -1.991 -1.521 0.785
H -1.462 0.138 1.082
H -0.231 -1.382 2.629
H 0.854 -0.731 -1.480
H 2.151 -1.988 3.131
H 3.184 -1.719 -1.010
H 4.130 -2.599 2.164
H -0.064 2.224 -2.004
H -2.400 2.222 -0.120
H -1.783 3.682 -1.148
H 0.547 4.537 1.118
N -1.901 -1.752 -1.714
N -0.672 1.818 -1.237
O -0.392 0.145 -2.850
O 4.007 -2.483 1.216
O -0.396 2.431 1.658
O -0.161 4.404 0.516



13
Properties=species:S:1:pos:R:3 method="wB97M-V/def2-TZVPD" relative_energy_kcal_mol=151.8 homo_energy_ev=-9.038 homo_lumo_gap_ev=9.035
N 2.350 0.847 0.340
C 1.507 -0.044 0.067
O 0.239 0.301 -0.305
C -0.688 -0.720 -0.444
C -1.032 -1.518 0.554
C -1.272 1.931 -0.888
H 3.246 0.414 0.555
H 1.651 -1.131 0.065
H -1.130 -0.719 -1.434
H -1.790 -2.276 0.398
H -0.599 -1.415 1.545
H -0.595 2.692 -0.449
H -1.886 1.636 -0.004



74
Properties=species:S:1:pos:R:3 method="wB97M-V/def2-TZVPD" homo_energy_ev=-11.634 homo_lumo_gap_ev=8.374 total_charge=+1
C 2.170 1.531 1.913
C 0.979 1.671 1.980
C -0.453 1.856 1.684
C -0.907 0.814 0.636
C -0.129 1.047 -0.667
C -0.614 0.363 -1.961
C -0.926 -1.157 -1.926
C -1.989 -1.624 -0.915
C -3.326 -0.876 -1.093
C -4.206 -0.975 0.156
Cl -4.197 -1.703 -2.450
C 0.371 -2.075 -1.951
C 0.391 -3.179 -0.871
Cl 1.709 -4.317 -1.411
C 0.681 -2.630 0.580
C -0.283 -3.207 1.635
Cl 2.373 -2.953 1.121
C 1.698 -1.317 -1.884
N 1.764 -0.085 -2.753
C 0.462 0.578 -3.056
C 0.008 0.057 -4.452
C -1.251 0.711 -4.986
O -1.283 1.637 -5.714
F -2.383 0.127 -4.575
S 0.832 2.374 -3.302
C 1.642 2.683 -4.860
O 1.748 2.798 -2.265
O -0.418 3.073 -3.217
H 3.225 1.554 1.863
H -0.981 1.595 2.605
H -0.676 2.876 1.369
H -0.677 -0.147 1.094
H -1.980 0.920 0.465
H 0.919 0.809 -0.460
H -0.135 2.130 -0.806
H -1.479 0.908 -2.345
H -1.421 -1.382 -2.875
H -1.678 -1.595 0.125
H -2.230 -2.654 -1.182
H -3.194 0.177 -1.335
H -3.993 -0.122 0.803
H -4.117 -1.927 0.677
H -5.243 -0.857 -0.160
H 0.376 -2.617 -2.902
H -0.481 -3.822 -0.901
H 0.639 -1.543 0.558
H 0.297 -3.451 2.523
H -0.861 -4.056 1.279
H -0.953 -2.404 1.958
H 1.993 -1.025 -0.877
H 2.494 -1.979 -2.227
H 2.178 -0.367 -3.644
H 2.455 0.558 -2.341
H 0.795 0.172 -5.200
H -0.188 -1.018 -4.416
H 2.194 1.820 -5.234
H 2.373 3.461 -4.638
H 0.928 3.066 -5.587
Br 5.966 2.248 6.939
C 6.172 0.763 5.705
C 5.653 1.108 4.333
Br 3.702 1.080 4.261
H 5.660 -0.087 6.144
H 7.241 0.563 5.667
H 5.977 0.365 3.607
H 5.963 2.096 4.005
Br -5.762 1.228 3.239
C -4.594 1.136 4.792
C -3.158 0.950 4.385
Br -2.809 -0.886 3.828
H -4.963 0.330 5.418
H -4.723 2.085 5.308
H -2.493 1.125 5.228
H -2.873 1.593 3.560



17
Properties=species:S:1:pos:R:3 method="wB97M-V/def2-TZVPD" relative_energy_kcal_mol=84.2 homo_energy_ev=-8.660 homo_lumo_gap_ev=9.767
C 1.485 -1.117 1.722
C 2.127 -0.213 0.679
C 0.271 0.980 0.177
C -0.997 0.830 -0.068
C -2.461 -0.027 -1.729
H 1.295 -2.076 1.235
H 0.541 -0.844 2.241
H 2.183 -1.387 2.610
H 2.944 -0.705 0.210
H 2.571 0.680 1.238
H 0.681 1.895 0.660
H -1.821 1.514 0.360
H -2.102 0.564 -2.504
H -2.893 -0.859 -2.244
H -3.426 0.344 -1.281
O 1.203 0.052 -0.232
O -1.518 -0.283 -0.669



Number 1: maximum force 8.93 eV/A, total energy -219805.9330 eV. Number 2: maximum force 4.14 eV/A, total energy -18510.5449 eV. Number 3: maximum force 3.73 eV/A, total energy -35196.8899 eV. Number 4: maximum force 0.34 eV/A, total energy -437928.2837 eV. Number 5: maximum force 0.47 eV/A, total energy -9272.2670 eV. Number 6: maximum force 4.84 eV/A, total energy -11517.6491 eV. Number 7: maximum force 1.12 eV/A, total energy -41583.8912 eV. Number 8: maximum force 4.33 eV/A, total energy -344713.7644 eV. Number 9: maximum force 3.54 eV/A, total energy -22803.8802 eV. Number 10: maximum force 0.42 eV/A, total energy -7793.0633 eV. Number 11: maximum force 3.20 eV/A, total energy -363381.2048 eV. Number 12: maximum force 4.57 eV/A, total energy -9439.3903 eV.